1.
{"formula": "C20H17BrOs", "method": "ωB97M-V/def2-TZVPD", "symbols": ["C", "C", "C", "H", "C", "C", "H", "H", "H", "H", "Os", "Br", "C", "C", "C", "H", "C", "C", "H", "H", "H", "H", "C", "C", "C", "C", "C", "C", "C", "C", "C", "C", "H", "H", "H", "H", "H", "H", "H"], "xyz": [[-1.00210, -1.49260, -2.75750], [-1.76210, -2.63972, -2.40999], [-2.87733, -2.21747, -1.62630], [-1.61335, -3.64635, -2.76546], [-2.79611, -0.80287, -1.51010], [-1.65066, -0.36069, -2.21380], [-1.33206, 0.67620, -2.28197], [-0.15162, -1.44009, -3.42634], [-3.69717, -2.82693, -1.26088], [-3.49068, -0.18965, -0.96463], [-1.13994, -1.64101, -0.67471], [0.03630, -3.28729, 0.66022], [2.83840, 1.39239, -1.16493], [1.90328, 2.12459, -1.95028], [1.74315, 1.44618, -3.20367], [1.52011, 3.12433, -1.72049], [2.56358, 0.27896, -3.16970], [3.28300, 0.27681, -1.91096], [4.04418, -0.43721, -1.60757], [3.09800, 1.61715, -0.12045], [1.02958, 1.68594, -3.99020], [2.54447, -0.50936, -3.92289], [2.03299, 1.23159, 3.27814], [2.28628, 0.37990, 2.17685], [1.24600, -0.18892, 1.44664], [-0.08195, -0.10771, 1.91828], [-1.22983, -0.74492, 1.35432], [-2.48388, -0.60416, 1.85979], [-2.72220, 0.42833, 2.79739], [-1.67340, 1.15424, 3.35704], [-0.33865, 0.82704, 2.98993], [0.71568, 1.54054, 3.61711], [2.84327, 1.70788, 3.83909], [3.32397, 0.22852, 1.86069], [1.40418, -0.69252, 0.49360], [-3.30299, -1.20577, 1.46472], [-3.73870, 0.70075, 3.07066], [-1.81787, 1.93130, 4.10016], [0.44617, 2.28264, 4.36817]], "spin_multiplicity": 5, "homo_energy_ev": [-6.9056, -7.4988], "de_lowest_ev": 0.000, "homo_lumo_gap_ev": [7.292, 5.523]}

=====

2.
{"formula": "C3H6N2O2S", "method": "ωB97M-V/def2-TZVPD", "symbols": ["C", "C", "C", "N", "N", "O", "O", "S", "H", "H", "H", "H", "H", "H"], "xyz": [[-0.24625, -0.03673, 0.71830], [-0.93626, 0.06660, -0.64869], [0.78220, -1.08470, 0.61374], [0.06134, -0.36415, -1.62737], [1.63800, -1.84492, 1.43085], [2.01724, -2.88235, 0.86330], [1.91603, -1.63914, 2.59191], [0.79509, -1.76237, -0.96025], [0.13569, 0.88487, 1.23118], [-1.12354, -0.18121, 1.42847], [-1.82749, -0.58704, -0.68141], [-1.36586, 1.13152, -1.01378], [2.20413, 0.76021, -0.04718], [0.86929, 0.32246, -1.67744]], "homo_energy_ev": [-8.5328, -10.1021], "de_lowest_ev": 9.249, "homo_lumo_gap_ev": [6.947, 8.300]}